1.
58
Properties=species:S:1:pos:R:3:mulliken_charge:R:1 method="wB97M-V/def2-TZVPD" total_energy_ev=-123458.56976 homo_ev=-10.750 lumo_ev=-2.620 charge=+1
In -0.7725 1.3065 0.8166 0.7740
C 2.2644 0.7106 0.0522 -1.2232
N 1.0447 1.0789 -0.6977 1.2102
C 1.1724 2.4178 -1.3286 -0.9589
C 1.1425 3.5320 -0.2999 -0.8051
N -0.1750 3.6478 0.3557 0.3549
C -1.2012 4.2334 -0.5369 -1.1722
C -0.0638 4.4162 1.5836 -0.0167
C 0.1336 5.7915 1.5237 -0.2860
C 0.2139 6.5517 2.6753 -0.9514
C 0.0968 5.9303 3.9117 -0.6084
C -0.0884 4.5624 3.9813 -0.8523
C -0.1681 3.7880 2.8207 0.9356
S -0.3581 2.0458 3.0673 -0.4330
C 0.6205 0.0718 -1.6512 -0.2614
C 1.5536 -0.7495 -2.2764 -0.4804
C 1.1554 -1.7500 -3.1487 -0.8878
C -0.1962 -1.9353 -3.4071 -0.7049
C -1.1306 -1.1167 -2.7951 -0.7851
C -0.7431 -0.1031 -1.9169 0.8168
S -2.0224 0.9162 -1.2341 -0.3737
H 3.1684 0.8569 -0.5439 0.4700
H 2.1920 -0.3279 0.3601 0.2720
H 2.3434 1.3143 0.9542 0.2711
H 0.3535 2.5325 -2.0367 0.4803
H 2.1083 2.4776 -1.8915 0.4214
H 1.4264 4.4729 -0.7821 0.5017
H 1.8753 3.3342 0.4813 0.4068
H -0.8724 5.1857 -0.9597 0.3985
H -2.1101 4.3982 0.0377 0.3454
H -1.4330 3.5503 -1.3487 0.4042
H 0.2297 6.2823 0.5622 0.2855
H 0.3603 7.6212 2.6078 0.4050
H 0.1483 6.5111 4.8236 0.3917
H -0.1754 4.0699 4.9413 0.4504
H 2.6110 -0.5940 -2.0974 0.3708
H 1.8987 -2.3806 -3.6195 0.4680
H -0.5222 -2.7119 -4.0867 0.4589
H -2.1879 -1.2545 -2.9836 0.4479
C -2.5480 -3.7994 1.8344 -1.0087
N -1.3470 -3.8207 1.0120 0.3812
C -0.4792 -2.8100 0.8561 -0.2554
Se -0.4293 -1.2467 1.8627 -0.2341
N 0.4592 -3.2104 -0.0168 0.3659
C 0.2226 -4.5208 -0.4179 0.2918
C 0.9171 -5.3842 -1.2512 -0.5971
C 0.4131 -6.6657 -1.3746 -0.6271
C -0.7411 -7.0683 -0.6906 -0.5994
C -1.4358 -6.1998 0.1315 -0.6683
C -0.9307 -4.9129 0.2474 0.5672
H -2.7741 -2.7722 2.0999 0.3391
H -2.3980 -4.3781 2.7446 0.3328
H -3.3760 -4.2193 1.2675 0.3744
H 1.2286 -2.6279 -0.3046 0.1132
H 1.8134 -5.0723 -1.7709 0.4389
H 0.9264 -7.3769 -2.0075 0.4074
H -1.0903 -8.0859 -0.8004 0.4049
H -2.3237 -6.5129 0.6646 0.4327


2.
113
Properties=species:S:1:pos:R:3:mulliken_charge:R:1 method="wB97M-V/def2-TZVPD" total_energy_ev=-992118.41589 homo_ev=-4.014 lumo_ev=1.050 charge=-1
C -1.8855 -1.2360 0.7713 -0.1963
P -0.0114 -1.3904 0.7855 0.0154
C 0.4115 -1.7025 -1.0490 -0.6129
Ga 1.0284 0.7087 1.2612 0.0670
F 2.1250 1.1067 -0.2455 -0.4429
C -0.3258 2.2967 1.4060 0.1077
C -0.2658 3.0106 -0.0009 -0.2790
C 0.9789 3.9777 -0.1620 -0.2554
O 1.7965 4.0779 1.0045 -0.4193
H -2.2800 -1.3046 -0.2738 0.2925
H -2.3040 -2.0881 1.3566 0.0809
H -2.2744 -0.3024 1.2141 -0.1999
H 1.5043 -1.8665 -1.0998 -0.0227
H 0.1740 -0.7504 -1.5899 0.2651
H -0.1881 -2.5403 -1.4652 0.3218
H 1.8959 0.6009 2.6150 -0.0548
H -0.0739 2.9375 2.2803 0.0389
H -1.3469 1.8615 1.5536 -0.0835
H -1.2394 3.5419 -0.1722 0.3452
H -0.1187 2.2053 -0.7651 0.1162
H 0.5846 4.9752 -0.4642 -0.1017
H 1.6544 3.6237 -0.9696 0.2496
H 1.3268 4.5579 1.6955 0.2580
C 2.6226 -3.9990 -3.9532 0.1534
Cl 3.1424 -4.5318 -5.5639 -0.0188
Cl 3.5687 -4.8398 -2.7133 -0.0136
Cl 2.8792 -2.2551 -3.7985 -0.0451
Cl 0.9036 -4.3720 -3.7401 -0.1033
C 5.1638 -0.6305 -0.0083 0.2081
Cl 5.0174 0.1522 -1.5923 -0.0974
Cl 5.6333 0.5768 1.2012 -0.0897
Cl 3.6207 -1.3479 0.4642 -0.1203
Cl 6.4105 -1.8962 -0.0948 -0.1238
C -3.1689 -1.7548 4.4269 0.0671
Cl -3.7878 -0.2039 3.8414 0.0613
Cl -3.8754 -3.0799 3.4838 -0.1224
Cl -1.4068 -1.7827 4.2611 0.0302
Cl -3.5963 -1.9386 6.1380 -0.1084
C -4.7323 2.8477 1.2187 0.1910
Cl -4.5850 4.5903 0.9019 0.0302
Cl -4.8088 2.6196 2.9756 -0.1385
Cl -6.2161 2.2304 0.4649 -0.1066
Cl -3.3596 1.9234 0.5715 -0.0167
C 3.0192 1.9729 5.7745 0.0744
Cl 2.2014 2.9226 7.0320 -0.0750
Cl 4.7692 1.9664 6.0734 -0.1217
Cl 2.4073 0.3114 5.8148 0.0190
Cl 2.6946 2.6899 4.1932 0.0723
C -1.6774 2.9484 8.3019 0.0100
Cl -2.0271 1.3135 7.7160 0.0042
Cl -3.1430 3.6637 8.9983 -0.0782
Cl -0.4144 2.8648 9.5452 -0.1168
Cl -1.1160 3.9514 6.9547 0.1407
C 0.2895 -2.9723 7.8235 0.1777
Cl -1.1614 -3.9483 7.5309 -0.0834
Cl 1.1140 -3.5529 9.2800 -0.0965
Cl 1.3762 -3.1029 6.4303 -0.0634
Cl -0.1762 -1.2770 8.0480 0.0885
C 2.9762 -3.2043 -9.5501 0.1798
Cl 4.0401 -2.4089 -10.7258 -0.0724
Cl 2.7374 -2.1420 -8.1542 -0.0328
Cl 1.4023 -3.5307 -10.3024 0.0469
Cl 3.7185 -4.7248 -9.0126 -0.0385
C -7.9356 6.2891 -0.4491 0.3237
Cl -6.5839 7.4159 -0.2324 -0.0685
Cl -7.7244 5.4059 -1.9704 -0.1066
Cl -7.9631 5.1439 0.8987 -0.0554
Cl -9.4612 7.1919 -0.4952 -0.1107
C -1.7516 6.3781 3.6372 0.1083
Cl -1.1515 6.8911 2.0592 0.0062
Cl -2.4298 7.7814 4.4877 -0.1208
Cl -3.0142 5.1593 3.4215 0.0689
Cl -0.4202 5.6981 4.5942 -0.0568
C -4.0821 7.8780 10.2114 0.3196
Cl -3.9700 9.5689 9.6906 -0.1040
Cl -3.9754 7.7965 11.9793 -0.1041
Cl -5.6315 7.1988 9.6821 -0.1032
Cl -2.7571 6.9481 9.4961 -0.0127
C -2.4466 -3.2007 -8.9780 0.2818
Cl -2.8337 -4.7885 -9.6666 -0.0954
Cl -3.9008 -2.5048 -8.2429 -0.1008
Cl -1.1901 -3.3818 -7.7435 -0.0237
Cl -1.8652 -2.1274 -10.2653 -0.0894
C -0.5054 -1.7006 12.4287 0.3023
Cl -1.1790 -0.2012 11.7675 -0.0349
Cl -1.2046 -3.0878 11.5745 -0.0708
Cl 1.2548 -1.6952 12.2246 -0.0932
Cl -0.8957 -1.8135 14.1555 -0.1141
C 2.2328 -7.2324 -12.2469 0.2591
Cl 0.5397 -7.2304 -11.7214 -0.0966
Cl 2.3252 -7.7443 -13.9425 -0.1127
Cl 2.9009 -5.6024 -12.0811 -0.0325
Cl 3.1617 -8.3565 -11.2384 -0.0446
C 2.4194 1.7879 -10.1365 0.2912
Cl 2.8389 2.1038 -11.8305 -0.1051
Cl 1.8860 3.2933 -9.3695 -0.0939
Cl 1.1105 0.5941 -10.0665 -0.0313
Cl 3.8422 1.1630 -9.2840 -0.0821
C 5.3409 -7.7965 0.0792 0.3347
Cl 5.4527 -6.0848 -0.3576 -0.0335
Cl 5.4115 -7.9629 1.8420 -0.1007
Cl 3.8087 -8.4582 -0.5162 -0.1022
Cl 6.6914 -8.6836 -0.6523 -0.1102
C -2.2654 9.0471 -1.4079 0.2596
Cl -2.2562 9.9333 -2.9438 -0.1141
Cl -1.9243 10.1668 -0.0768 -0.0989
Cl -3.8584 8.3074 -1.1641 -0.0391
Cl -1.0270 7.7823 -1.4499 -0.0551
C 4.0905 -11.8433 -8.8152 0.3821
Cl 3.6721 -13.4282 -9.4892 -0.0983
Cl 2.6567 -11.1209 -8.0673 -0.0955
Cl 5.3610 -12.0359 -7.5955 -0.0938
Cl 4.6728 -10.7857 -10.1133 -0.0939


The highest charge belongs to which entry? C24H26InN4S2Se


Look up the charge of the second one. -1


The highest charge belongs to which entry? C24H26InN4S2Se